{
  "formula": "C23H37IN4O7P2RuS4",
  "method": "wB97M-V/def2-TZVPD",
  "species": ["Ru", "O", "C", "C", "C", "C", "C", "C", "C", "O", "N", "N", "C", "S", "C", "C", "S", "H", "H", "H", "H", "H", "H", "H", "H", "H", "C", "C", "O", "P", "S", "S", "O", "C", "C", "H", "H", "H", "H", "H", "H", "H", "H", "H", "H", "C", "C", "O", "P", "O", "C", "C", "O", "C", "C", "H", "H", "H", "H", "H", "H", "H", "H", "H", "H", "H", "H", "H", "H", "H", "I", "C", "C", "N", "N", "C", "H", "H", "H"],
  "coordinates": [[0.118, 0.114, -0.514], [-0.779, 0.494, 3.994], [0.480, 0.323, 4.455], [0.662, 0.471, 5.831], [1.912, 0.311, 6.389], [3.013, -0.002, 5.590], [2.837, -0.145, 4.233], [1.578, 0.015, 3.636], [1.456, -0.114, 2.170], [0.265, -0.010, 1.647], [2.536, -0.305, 1.462], [2.243, -0.344, 0.094], [3.286, -0.423, -0.654], [3.141, -0.633, -2.384], [4.838, -0.097, -2.713], [5.707, -0.678, -1.613], [4.907, -0.360, -0.016], [-0.750, 0.327, 3.033], [-0.202, 0.709, 6.436], [2.034, 0.425, 7.458], [3.991, -0.133, 6.031], [3.675, -0.390, 3.594], [4.879, 0.993, -2.720], [5.120, -0.474, -3.695], [6.689, -0.208, -1.592], [5.828, -1.753, -1.740], [-5.627, -1.278, -2.784], [-4.829, -0.015, -2.598], [-3.434, -0.317, -2.891], [-2.233, 0.471, -2.254], [-0.548, -0.403, -2.892], [-2.352, 0.536, -0.246], [-2.196, 1.938, -2.839], [-3.067, 3.011, -2.384], [-2.608, 4.282, -3.047], [-6.686, -1.066, -2.633], [-5.322, -2.039, -2.067], [-5.496, -1.670, -3.791], [-4.899, 0.356, -1.572], [-5.142, 0.769, -3.288], [-2.987, 3.064, -1.298], [-4.095, 2.764, -2.654], [-2.590, 4.171, -4.131], [-1.615, 4.558, -2.696], [-3.295, 5.092, -2.800], [-1.787, 5.422, 0.600], [-0.863, 4.280, 0.935], [-0.348, 3.732, -0.308], [0.807, 2.626, -0.220], [2.006, 3.458, 0.399], [2.912, 2.995, 1.447], [4.118, 3.895, 1.439], [1.143, 2.392, -1.757], [1.489, 3.439, -2.712], [1.441, 2.840, -4.093], [-2.200, 5.841, 1.518], [-2.616, 5.087, -0.021], [-1.251, 6.212, 0.073], [-1.382, 3.482, 1.471], [-0.018, 4.620, 1.537], [3.178, 1.957, 1.256], [2.369, 3.046, 2.392], [4.640, 3.832, 0.485], [4.805, 3.580, 2.225], [3.840, 4.932, 1.620], [2.481, 3.808, -2.447], [0.770, 4.249, -2.595], [2.129, 1.999, -4.177], [1.725, 3.595, -4.827], [0.436, 2.487, -4.324], [0.300, -5.833, 2.055], [0.098, -4.301, 0.711], [-0.074, -4.397, -0.652], [-0.158, -3.142, -1.120], [-0.060, -2.231, -0.139], [0.098, -2.927, 0.982], [-0.150, -5.251, -1.302], [-0.351, -2.825, -2.058], [0.193, -2.423, 1.927]],
  "energy_ev": -117342.8648,
  "relative_energy_kj_mol": 42.8,
  "total_charge": 1,
  "s_squared": 8.7627,
  "multiplicity": 6,
  "fmax_ha_per_bohr": 0.013
}


{
  "formula": "C4H7NO2",
  "method": "wB97M-V/def2-TZVPD",
  "species": ["O", "C", "C", "N", "C", "C", "O", "H", "H", "H", "H", "H", "H", "H"],
  "coordinates": [[-0.896, -1.379, 0.958], [-0.660, -0.546, -0.295], [-1.137, 0.737, 0.177], [0.239, 1.174, -1.169], [0.761, -0.124, -0.730], [1.702, -0.128, 0.453], [1.968, 0.865, 1.087], [-1.788, -1.767, 0.923], [-1.216, -0.910, -1.177], [-0.724, 1.136, 1.099], [-2.212, 0.918, 0.088], [0.671, 1.894, -0.595], [1.176, -0.747, -1.535], [2.116, -1.124, 0.719]],
  "energy_ev": -9842.9206,
  "relative_energy_kj_mol": 420.6,
  "fmax_ha_per_bohr": 0.070
}


{
  "formula": "C3H4AgBBr2F4O3",
  "method": "wB97M-V/def2-TZVPD",
  "species": ["Ag", "C", "O", "O", "O", "B", "F", "F", "F", "F", "Br", "C", "C", "Br", "H", "H", "H", "H"],
  "coordinates": [[-2.878, 6.546, 14.377], [-2.809, 8.835, 15.947], [-2.866, 9.655, 16.933], [-3.822, 8.692, 15.160], [-1.738, 8.184, 15.607], [-0.756, 6.760, 12.226], [-1.498, 7.931, 12.344], [0.575, 7.097, 11.923], [-0.670, 6.087, 13.500], [-1.253, 5.845, 11.289], [-4.980, 6.210, 12.496], [-4.326, 6.711, 10.706], [-5.009, 5.890, 9.604], [-6.962, 6.309, 9.581], [-3.275, 6.428, 10.711], [-4.551, 7.756, 10.525], [-4.852, 4.815, 9.623], [-4.624, 6.170, 8.623]],
  "energy_ev": -164955.3945,
  "relative_energy_kj_mol": 65.9,
  "total_charge": -2,
  "fmax_ha_per_bohr": 0.040
}


{
  "formula": "C41H37N3OP2RuS2",
  "method": "wB97M-V/def2-TZVPD",
  "species": ["Ru", "C", "C", "N", "N", "C", "S", "S", "C", "C", "C", "C", "C", "C", "C", "C", "C", "C", "C", "C", "C", "O", "H", "H", "H", "H", "H", "H", "H", "H", "H", "H", "H", "H", "H", "H", "C", "N", "P", "C", "C", "C", "C", "C", "C", "C", "C", "C", "C", "C", "C", "P", "C", "C", "C", "C", "C", "C", "C", "C", "C", "C", "C", "C", "H", "H", "H", "H", "H", "H", "H", "H", "H", "H", "H", "H", "H", "H", "H", "H", "H", "H", "H", "H", "H", "H", "H"],
  "coordinates": [[-0.355, 0.305, 0.155], [3.819, -1.005, -0.624], [2.384, -0.644, -0.867], [1.578, -0.454, 0.144], [2.195, -0.581, 1.391], [1.701, 0.148, 2.313], [0.349, 1.260, 2.093], [2.414, -0.017, 3.916], [2.842, 1.731, 4.241], [4.003, 2.197, 3.410], [5.295, 2.161, 3.922], [6.374, 2.562, 3.149], [6.173, 3.001, 1.849], [4.887, 3.045, 1.330], [3.809, 2.648, 2.106], [1.943, -0.481, -2.245], [2.903, -0.389, -3.270], [2.546, -0.316, -4.595], [1.194, -0.377, -4.938], [0.226, -0.456, -3.967], [0.564, -0.467, -2.600], [-0.402, -0.568, -1.726], [3.965, -1.396, 0.375], [4.432, -0.105, -0.721], [4.153, -1.727, -1.365], [3.089, 1.737, 5.303], [1.955, 2.347, 4.097], [5.459, 1.812, 4.935], [7.373, 2.535, 3.564], [7.015, 3.313, 1.245], [4.724, 3.397, 0.319], [2.804, 2.699, 1.702], [3.953, -0.370, -3.016], [3.305, -0.236, -5.360], [0.903, -0.358, -5.981], [-0.824, -0.505, -4.224], [-4.207, 0.296, -1.541], [-3.323, 0.302, -0.367], [-2.278, -0.944, 0.147], [-2.916, -2.518, -0.399], [-2.035, -3.501, -0.840], [-2.524, -4.756, -1.171], [-3.881, -5.017, -1.070], [-4.758, -4.032, -0.628], [-4.282, -2.779, -0.287], [-2.497, -1.034, 1.955], [-3.644, -0.583, 2.592], [-3.745, -0.670, 3.977], [-2.714, -1.226, 4.713], [-1.579, -1.714, 4.071], [-1.470, -1.618, 2.696], [-2.348, 1.639, 0.029], [-3.407, 3.042, 0.407], [-3.731, 3.973, -0.580], [-4.598, 5.011, -0.279], [-5.119, 5.136, 1.001], [-4.776, 4.226, 1.992], [-3.920, 3.178, 1.698], [-1.362, 2.253, -1.380], [-1.612, 2.151, -2.750], [-0.679, 2.602, -3.669], [0.528, 3.147, -3.249], [0.785, 3.280, -1.896], [-0.156, 2.850, -0.968], [-5.033, -0.399, -1.409], [-3.667, 0.018, -2.446], [-4.624, 1.297, -1.658], [-0.978, -3.284, -0.925], [-1.845, -5.526, -1.511], [-4.264, -5.993, -1.337], [-5.815, -4.246, -0.542], [-4.962, -2.023, 0.083], [-4.457, -0.158, 2.013], [-4.634, -0.308, 4.476], [-2.795, -1.292, 5.790], [-0.774, -2.151, 4.645], [-0.588, -2.013, 2.201], [-3.302, 3.896, -1.570], [-4.859, 5.729, -1.045], [-5.787, 5.955, 1.232], [-5.170, 4.337, 2.993], [-3.639, 2.471, 2.470], [-2.536, 1.720, -3.109], [-0.892, 2.521, -4.726], [1.252, 3.481, -3.980], [1.702, 3.739, -1.551], [-0.007, 3.079, 0.080]],
  "energy_ev": -92460.5421,
  "relative_energy_kj_mol": 0.0,
  "total_charge": 1,
  "s_squared": 0.7595,
  "multiplicity": 2,
  "fmax_ha_per_bohr": 0.037
}


{
  "formula": "C5H13NO",
  "method": "wB97M-V/def2-TZVPD",
  "species": ["C", "N", "C", "C", "C", "O", "C", "H", "H", "H", "H", "H", "H", "H", "H", "H", "H", "H", "H", "H"],
  "coordinates": [[2.660, 0.148, -0.534], [1.813, 1.280, -0.090], [0.397, 1.241, 0.119], [-0.304, 0.276, -0.628], [-3.925, -0.111, 0.548], [-0.933, -0.841, -0.048], [2.440, -1.109, 0.298], [3.678, 0.552, -0.498], [2.344, -0.165, -1.568], [1.921, 1.942, -0.860], [0.011, 1.346, 1.138], [-3.504, -1.130, 0.703], [-0.027, 0.232, -1.674], [-3.267, 0.254, -0.250], [-3.781, 0.569, 1.412], [-5.012, -0.305, 0.422], [-1.441, 0.198, 0.000], [2.459, -0.945, 1.377], [3.037, -1.994, 0.091], [1.435, -1.437, 0.041]],
  "energy_ev": -8927.8268,
  "relative_energy_kj_mol": 596.7,
  "fmax_ha_per_bohr": 0.093
}


{
  "formula": "C28H42AsF3NOSSi2Ti",
  "method": "wB97M-V/def2-TZVPD",
  "species": ["Ti", "F", "C", "F", "F", "C", "C", "C", "C", "N", "C", "S", "H", "H", "H", "C", "C", "C", "C", "C", "C", "H", "H", "H", "H", "H", "H", "H", "H", "H", "C", "C", "C", "C", "C", "C", "C", "O", "C", "C", "C", "H", "H", "H", "H", "H", "H", "H", "H", "H", "H", "H", "H", "C", "Si", "C", "C", "As", "Si", "C", "C", "C", "H", "H", "H", "H", "H", "H", "H", "H", "H", "H", "H", "H", "H", "H", "H", "H", "H", "H"],
  "coordinates": [[0.907, 0.565, -0.143], [5.205, 4.694, 0.082], [4.381, 4.434, -0.961], [5.047, 4.837, -2.077], [3.317, 5.210, -0.837], [4.097, 2.957, -1.042], [5.192, 2.169, -1.301], [5.055, 0.798, -1.396], [3.803, 0.258, -1.180], [2.746, 0.993, -0.902], [2.834, 2.350, -0.863], [1.300, 3.069, -0.539], [6.161, 2.639, -1.432], [5.898, 0.155, -1.606], [3.635, -0.812, -1.205], [-3.822, 2.424, -1.645], [-3.562, 2.088, -0.167], [-4.590, 1.049, 0.303], [-3.687, 3.359, 0.684], [-2.207, 1.536, -0.026], [-1.090, 1.052, 0.105], [-4.848, 2.787, -1.779], [-3.676, 1.537, -2.268], [-3.129, 3.195, -1.988], [-5.604, 1.460, 0.225], [-4.405, 0.767, 1.342], [-4.532, 0.147, -0.314], [-4.695, 3.777, 0.586], [-2.961, 4.111, 0.361], [-3.497, 3.138, 1.738], [-4.090, -2.039, -4.856], [-2.835, -2.126, -4.027], [-1.598, -2.407, -4.603], [-0.427, -2.413, -3.866], [0.875, -2.744, -4.549], [-0.457, -2.080, -2.479], [0.783, -1.839, -1.843], [0.962, -1.191, -0.681], [-1.738, -1.968, -1.848], [-1.923, -2.052, -0.353], [-2.874, -1.958, -2.641], [-3.932, -2.439, -5.860], [-4.421, -1.001, -4.961], [-4.912, -2.593, -4.394], [-1.546, -2.625, -5.669], [0.684, -3.150, -5.544], [1.444, -3.488, -3.984], [1.517, -1.862, -4.662], [1.690, -2.133, -2.348], [-1.086, -1.673, 0.211], [-2.061, -3.104, -0.079], [-2.811, -1.501, -0.042], [-3.842, -1.850, -2.151], [-0.435, 2.698, 3.262], [0.150, 0.957, 3.593], [0.766, 0.917, 5.364], [-1.300, -0.217, 3.522], [1.951, 0.571, 2.159], [2.242, -1.712, 2.493], [3.687, -2.266, 1.420], [2.754, -2.004, 4.284], [0.890, -2.966, 2.182], [-0.546, 2.851, 2.187], [-1.404, 2.898, 3.744], [0.299, 3.422, 3.638], [-0.001, 1.280, 6.063], [1.657, 1.549, 5.461], [1.048, -0.103, 5.656], [-2.078, 0.099, 4.233], [-0.992, -1.236, 3.783], [-1.722, -0.226, 2.511], [4.421, -1.459, 1.310], [3.329, -2.545, 0.420], [4.191, -3.136, 1.860], [3.353, -1.163, 4.655], [3.343, -2.927, 4.381], [1.869, -2.094, 4.930], [0.763, -3.147, 1.111], [-0.076, -2.640, 2.582], [1.166, -3.910, 2.671]],
  "energy_ev": -151956.7332,
  "relative_energy_kj_mol": 0.0,
  "total_charge": -1,
  "s_squared": 2.0458,
  "multiplicity": 3,
  "fmax_ha_per_bohr": 0.032
}